{"formula": "C38H49BCrN3O3P", "method": "ωB97M-V/def2-TZVPD", "spin_multiplicity": 5, "s_squared": 6.06, "charge": 0, "largest_force_ev_per_a": 4.4, "lumo_energy_ev": [-0.039, -0.328], "e_tot_ha": -3278.02201, "orbital_gap_ev": [7.238, 8.168], "elements": ["Cr", "C", "C", "C", "C", "C", "C", "C", "C", "C", "C", "C", "C", "C", "C", "C", "C", "C", "C", "C", "C", "C", "P", "C", "C", "C", "C", "C", "C", "C", "C", "H", "H", "H", "H", "H", "H", "H", "H", "H", "H", "H", "H", "H", "H", "H", "H", "H", "H", "H", "H", "H", "H", "H", "H", "H", "H", "H", "H", "H", "H", "H", "H", "H", "H", "H", "H", "H", "H", "H", "H", "H", "H", "H", "H", "H", "O", "B", "O", "C", "C", "C", "C", "C", "C", "H", "H", "H", "H", "O", "N", "C", "C", "N", "C", "N"], "coordinates": [[-0.44425, 0.95746, 0.39148], [-5.64985, -0.62234, -1.11752], [-4.75195, 0.60686, -0.91472], [-4.96045, 1.60916, -2.04842], [-3.33205, 0.11136, -0.79742], [-2.57855, -0.22984, -1.92272], [-1.33515, -0.82024, -1.82182], [-0.70555, -1.32544, -3.10052], [-1.28305, -2.70154, -3.45722], [-0.92965, -0.36994, -4.27762], [-0.73665, -1.05844, -0.54162], [-1.58255, -0.90064, 0.62918], [-2.82945, -0.24634, 0.43588], [-1.53835, -1.78554, 1.87888], [-2.30765, -3.09374, 1.61348], [-2.20405, -1.14644, 3.11168], [0.52235, -1.88714, -0.50652], [0.36615, -3.27144, -0.47572], [1.43925, -4.13744, -0.40332], [2.72345, -3.62854, -0.37762], [2.90765, -2.26334, -0.47782], [1.83585, -1.37694, -0.56012], [2.17535, 0.44026, -0.68652], [3.16415, 0.65976, -2.33442], [2.15805, 0.45106, -3.46662], [4.35955, -0.25314, -2.59842], [3.58375, 2.13096, -2.37042], [3.41435, 0.74956, 0.75708], [3.12505, -0.22244, 1.90138], [4.92275, 0.68856, 0.50178], [3.04455, 2.17266, 1.19978], [-6.67665, -0.32084, -1.30652], [-5.63165, -1.26404, -0.23922], [-5.29705, -1.20464, -1.96672], [-5.02665, 1.09106, 0.02908], [-4.86905, 1.13016, -3.02152], [-4.23705, 2.42056, -1.99172], [-5.95855, 2.03806, -1.97902], [-3.01275, -0.07634, -2.89452], [0.36365, -1.45324, -2.93052], [-2.36735, -2.65414, -3.52892], [-1.01775, -3.44584, -2.71212], [-0.88515, -3.02334, -4.41702], [-1.91135, -0.52834, -4.71712], [-0.19395, -0.54694, -5.05852], [-0.86315, 0.67046, -3.97052], [-3.47495, -0.12714, 1.29308], [-0.49885, -2.02324, 2.12378], [-3.23165, -2.88504, 1.07938], [-2.56125, -3.56004, 2.56288], [-1.72595, -3.80774, 1.04258], [-3.27655, -1.33624, 3.11198], [-2.04605, -0.07474, 3.17348], [-1.78905, -1.59524, 4.01028], [-0.63425, -3.67184, -0.52012], [1.26825, -5.20284, -0.37262], [3.57385, -4.28714, -0.29782], [3.91005, -1.87184, -0.48082], [1.98435, -0.60794, -3.63742], [2.55035, 0.87486, -4.39022], [1.21845, 0.94946, -3.24112], [4.07155, -1.30054, -2.54852], [5.18305, -0.07224, -1.91782], [4.72695, -0.06514, -3.60772], [2.71275, 2.76916, -2.22812], [4.02015, 2.36206, -3.34122], [4.32215, 2.37426, -1.61312], [3.70495, -1.13594, 1.80418], [2.07215, -0.48394, 1.93988], [3.39335, 0.24736, 2.84628], [5.25305, -0.28954, 0.16078], [5.43205, 0.87686, 1.44688], [5.26155, 1.44516, -0.19732], [2.00855, 2.19696, 1.54498], [3.13795, 2.88306, 0.37978], [3.69275, 2.49966, 2.00988], [0.42215, 0.16336, 3.09568], [-0.16135, 1.20556, 2.36838], [-0.50765, 2.21956, 3.24718], [-0.15005, 1.81346, 4.49378], [-0.28585, 2.44326, 5.71438], [0.17155, 1.75436, 6.82838], [0.70885, 0.47806, 6.73658], [0.83965, -0.16434, 5.51378], [0.41835, 0.53496, 4.40068], [-0.72915, 3.42266, 5.79648], [0.11105, 2.22366, 7.79728], [1.03315, -0.02134, 7.63538], [1.24305, -1.16134, 5.42788], [-0.48315, 2.65706, 0.01588], [-1.39755, 3.58846, 0.09628], [-1.81005, 4.10706, -1.06182], [-2.76355, 5.12926, -1.08822], [-3.55535, 5.96176, -1.16532], [-1.37365, 3.54736, -2.27212], [-0.97865, 2.94716, -3.17562]], "forces_ev_per_angstrom": [[0.334, -1.899, -1.223], [0.031, 0.188, 0.142], [-0.077, -0.019, -0.146], [0.062, -0.019, 0.214], [0.119, -0.048, 0.160], [0.025, 0.108, 0.356], [0.140, 0.220, 0.072], [0.065, 0.045, -0.160], [0.197, 0.079, 0.162], [0.120, 0.024, 0.162], [-0.787, -0.905, 0.348], [-0.807, -1.041, -0.745], [0.321, -0.150, -0.002], [0.311, 0.182, 0.301], [0.299, 0.074, -0.072], [0.193, 0.017, -0.159], [0.372, -0.020, 0.045], [-0.168, 0.003, 0.055], [-0.049, -0.028, -0.030], [0.073, 0.007, -0.033], [-0.086, -0.148, -0.011], [-0.023, 0.312, -0.090], [0.682, -0.482, 0.053], [-0.376, 0.066, 0.230], [0.018, 0.002, 0.242], [-0.138, 0.054, 0.170], [-0.078, -0.058, 0.151], [-0.091, 0.083, -0.133], [-0.254, -0.009, -0.209], [-0.162, 0.043, -0.142], [-0.088, -0.117, -0.039], [-0.153, 0.015, -0.013], [-0.011, -0.098, 0.066], [-0.007, -0.053, -0.124], [0.068, -0.051, -0.053], [0.018, -0.004, -0.108], [0.033, 0.084, -0.047], [-0.046, 0.025, -0.048], [0.003, 0.054, -0.249], [-0.103, 0.037, -0.022], [-0.141, 0.017, -0.035], [-0.029, -0.127, 0.035], [0.016, -0.069, -0.112], [-0.150, -0.007, -0.085], [0.071, -0.067, -0.087], [0.034, 0.048, -0.076], [-0.002, 0.089, 0.148], [-0.100, 0.064, -0.055], [-0.153, 0.004, -0.047], [-0.008, -0.069, 0.085], [-0.037, -0.089, -0.068], [-0.086, 0.022, 0.012], [-0.074, 0.097, 0.038], [-0.011, -0.046, 0.114], [-0.031, -0.043, 0.013], [-0.014, -0.108, 0.022], [0.115, -0.084, -0.003], [0.148, 0.044, 0.022], [-0.076, -0.088, -0.023], [0.080, 0.045, -0.103], [-0.153, 0.031, -0.091], [0.037, -0.072, -0.049], [0.094, -0.041, 0.058], [-0.008, 0.066, -0.128], [-0.040, 0.152, -0.010], [0.027, 0.000, -0.133], [0.026, 0.082, 0.052], [0.040, -0.131, -0.037], [0.115, -0.094, 0.162], [0.022, 0.064, 0.145], [0.010, -0.059, -0.040], [-0.001, 0.053, 0.149], [0.120, 0.021, -0.107], [0.069, 0.140, 0.011], [-0.010, 0.105, -0.043], [0.105, 0.026, 0.161], [0.198, -0.426, 0.385], [0.031, -0.404, 0.823], [-0.237, 0.733, 0.053], [0.406, -0.814, 0.530], [-0.051, 0.073, -0.444], [0.047, -0.070, 0.213], [0.018, 0.082, 0.107], [-0.049, 0.050, -0.418], [-0.233, 0.621, 0.562], [-0.021, 0.122, -0.017], [-0.074, 0.059, 0.123], [0.048, -0.070, 0.111], [0.079, -0.089, -0.009], [-0.702, 4.042, -1.534], [-0.345, 0.615, -0.552], [1.170, -1.414, 1.813], [-1.023, 1.088, 0.263], [0.178, -0.186, 0.021], [0.756, -0.970, -1.262], [-0.179, 0.410, 0.265]], "lowdin_charge": [0.645, -0.051, -0.367, -0.053, -0.177, 0.033, -0.116, -0.358, -0.034, -0.075, -0.170, -0.227, -0.004, -0.330, -0.036, -0.056, -0.177, -0.045, -0.053, -0.060, -0.101, -0.282, 1.207, -0.657, -0.110, -0.082, -0.098, -0.645, -0.084, -0.090, -0.098, 0.080, 0.077, 0.083, 0.141, 0.079, 0.067, 0.084, 0.117, 0.101, 0.085, 0.062, 0.086, 0.079, 0.084, 0.035, 0.130, 0.138, 0.088, 0.084, 0.054, 0.086, 0.069, 0.095, 0.099, 0.109, 0.107, 0.086, 0.074, 0.094, 0.056, 0.068, 0.059, 0.090, 0.083, 0.088, 0.055, 0.080, 0.058, 0.098, 0.064, 0.090, 0.062, 0.051, 0.074, 0.092, 0.066, -0.556, 0.164, -0.196, 0.011, -0.095, -0.095, 0.004, -0.213, 0.119, 0.099, 0.099, 0.118, -0.305, 0.079, -0.304, -0.193, 0.170, -0.168, 0.208]}